DFT (ωB97M-V with the def2-TZVPD basis set) results for a cluster of 6 separate species, C19H26ClN4O5 in total.

Its multiplicity is 2. As for the net charge: -2. For the total energy, the calculation gives -48833.721 eV. As for the expectation value of S²: 0.750.

XYZ file:
```
55
Properties=species:S:1:pos:R:3:forces:R:3:lowdin_spin:R:1
Cl 2.0415 1.3901 -0.1481 3.881 0.838 -0.278 0.0042
O 0.9897 0.6422 -0.7977 -0.733 0.647 0.118 0.0036
O 2.1287 2.8064 -0.5223 -1.934 -0.862 0.717 0.0026
O 2.0068 1.1810 1.2909 -1.318 0.620 -0.115 0.0020
O 3.3208 0.8854 -0.5803 0.210 -1.244 -0.513 0.0017
N -1.3013 1.0526 4.8620 1.811 1.360 -1.281 0.0013
C -0.2770 0.1631 4.4826 -2.275 1.054 0.320 0.0030
C -0.3526 -0.8514 5.3920 0.711 0.342 0.495 0.0073
C -1.2593 -0.4161 6.4225 0.663 -2.326 0.237 0.0042
C -1.7672 0.7858 6.0953 -1.104 -0.456 -0.035 0.0095
H -1.5154 1.8403 4.2671 -0.025 0.185 0.325 0.0007
H 0.2954 0.4941 3.6286 0.129 -0.799 -0.134 0.0007
H 0.2640 -1.7381 5.3879 -0.112 0.029 0.085 0.0018
H -1.6205 -1.0868 7.1882 0.191 0.320 0.372 0.0011
H -2.5335 1.3089 6.6481 0.017 0.298 -0.498 0.0032
N 1.9472 -2.3426 -0.8383 -1.745 -1.605 1.060 0.0013
C 2.7834 -3.0353 -0.0108 1.187 -0.434 -0.249 0.0023
C 2.3880 -4.3707 0.2191 -2.293 3.124 -1.497 0.0044
C 1.0263 -4.3764 -0.3958 0.508 1.978 -0.208 0.0363
C 0.7896 -3.0881 -0.9878 1.788 -1.931 0.838 0.0382
H 1.9689 -1.3863 -1.1623 0.554 0.079 0.461 0.0010
H 3.6160 -2.4771 0.3910 0.338 -0.313 -0.183 0.0006
H 2.9726 -5.0804 0.7856 -0.424 -0.073 -0.024 0.0009
H 0.2247 -5.0944 -0.3041 0.288 -0.277 -0.105 0.0191
H -0.0445 -2.6005 -1.4704 -0.109 -0.555 -0.013 0.0176
N -2.9152 -1.5996 -2.0131 -1.375 0.718 -0.770 0.0339
C -4.2854 -1.6803 -1.8399 0.781 -0.104 0.550 0.2209
C -4.7130 -0.4830 -1.3051 -0.697 -1.752 -0.198 0.0364
C -3.6138 0.3529 -1.2524 2.076 1.645 -0.849 0.0220
C -2.5122 -0.2885 -1.8271 -0.942 -1.484 0.978 0.0721
H -2.3579 -2.3409 -2.4130 0.032 0.043 -0.228 0.0997
H -4.8650 -2.5771 -2.0019 0.320 -0.049 0.051 0.0732
H -5.7197 -0.3785 -0.9283 0.052 0.529 -0.055 0.0125
H -3.5597 1.3876 -0.9477 -0.282 -0.044 0.119 0.0027
H -1.4832 -0.0705 -2.0720 -0.091 0.497 0.355 0.0127
N -0.7237 2.7408 1.0407 0.851 0.869 -0.473 0.0006
C -1.7863 3.2636 0.3711 -0.178 -0.551 0.911 0.0063
C -2.4506 4.1124 1.2692 0.716 -0.902 0.544 0.0084
C -1.6853 4.0246 2.4762 -0.492 1.666 0.424 0.0040
C -0.5146 3.3777 2.2402 -1.033 -3.053 -0.047 0.0013
H -0.2387 1.8835 0.8174 0.201 0.341 -0.553 0.0007
H -1.9265 2.8159 -0.6017 -0.574 0.576 -0.071 0.0026
H -3.3754 4.6700 1.2819 0.023 -0.188 -0.775 0.0024
H -2.0022 4.3532 3.4550 0.096 0.619 -0.088 0.0021
H 0.1528 2.8364 2.8945 0.315 0.633 0.250 0.0003
C 4.2434 -0.2197 -5.7197 -0.141 -0.496 -0.424 0.0458
C 3.3602 -0.5701 -4.5115 0.127 -0.861 0.787 0.0212
O 3.6953 -1.4263 -3.6885 -0.207 1.234 -1.871 0.0100
C 2.1026 0.2613 -4.2035 1.503 0.153 0.669 0.0597
H 5.3016 -0.1773 -5.4616 -0.103 0.480 0.388 0.0044
H 3.8933 0.6337 -6.3004 0.146 0.378 0.514 0.0118
H 4.2706 -0.9894 -6.4910 -0.475 -0.650 0.205 0.0105
H 2.2653 1.3120 -4.4439 -0.064 0.001 -0.451 0.0086
H 2.2311 0.2329 -3.1215 -1.035 0.073 0.213 0.0011
H 1.1196 -0.0624 -4.5457 0.244 -0.319 0.002 0.0433
```
Forces are in eV/Å.

DFT (ωB97M-V with the def2-TZVPD basis set) results for a structure of composition C19H26F3N4O4PdS.

Its relative energy (zero: lowest compared OMol25 entry of this formula, charge and spin) is 30.6 kcal/mol. As for the net charge: +1. For the total energy, the calculation gives -56737.903 eV.

XYZ file:
```
58
Properties=species:S:1:pos:R:3:forces:R:3:nbo_charge:R:1
Pd 0.7412 -1.1596 -0.0386 -0.523 0.362 1.379 1.0081
N 1.1531 -0.8698 2.0749 0.261 -0.332 -0.236 -0.8113
C 0.3269 0.2702 2.5230 0.031 -0.089 0.016 -0.2291
C 0.8131 1.5425 1.8677 0.073 0.238 0.193 -0.4334
C 0.5477 1.6861 0.3879 0.097 0.100 -0.187 -0.2365
N 1.3635 0.7387 -0.4157 0.075 0.108 -0.398 -0.7496
H 0.8381 -1.7408 2.4946 0.015 0.050 0.050 0.4105
H 2.1196 -0.7266 2.3528 -0.014 -0.060 0.034 0.3889
H 0.3823 0.3862 3.6068 0.006 -0.081 0.035 0.2100
H -0.7089 0.0588 2.2553 -0.025 0.028 0.000 0.2197
H 1.8904 1.6479 2.0505 -0.008 0.054 0.039 0.2034
H 0.3439 2.3892 2.3686 -0.010 -0.002 -0.008 0.2503
H 0.7859 2.7120 0.0966 -0.014 -0.040 -0.112 0.2151
H -0.4980 1.5032 0.1393 -0.034 -0.004 0.056 0.2352
H 2.3587 0.9124 -0.2936 -0.023 -0.051 0.039 0.3988
H 1.1574 0.8800 -1.4030 0.079 0.080 0.018 0.4092
F 7.6466 -1.8880 -2.6874 0.037 0.124 -0.074 -0.3103
C 7.1049 -2.8965 -1.9964 -0.055 0.015 0.013 0.9681
F 7.0525 -3.9587 -2.8070 -0.036 -0.100 -0.070 -0.3068
F 7.9257 -3.1907 -0.9872 0.056 -0.029 0.125 -0.3089
C 5.7222 -2.5304 -1.5085 -0.018 -0.018 0.050 -0.0794
C 5.3287 -2.7872 -0.2074 0.007 0.016 -0.068 -0.2113
C 4.0373 -2.4433 0.1612 0.052 -0.062 0.087 0.0415
N 3.1608 -1.8783 -0.6646 0.078 -0.050 -0.074 -0.4912
C 3.5573 -1.6474 -1.9191 -0.059 0.018 -0.052 0.0314
C 4.8202 -1.9515 -2.3877 0.079 -0.028 -0.013 -0.2075
H 6.0024 -3.2419 0.5040 0.006 -0.005 0.000 0.2516
H 3.6973 -2.6466 1.1707 -0.026 0.017 -0.004 0.1942
H 2.8254 -1.2077 -2.5875 -0.020 0.004 0.016 0.2005
H 5.0922 -1.7430 -3.4134 -0.002 -0.001 0.008 0.2492
C -1.7175 4.3259 2.1902 -0.086 0.018 -0.001 -0.6424
C -2.4656 3.3276 1.3463 0.054 0.028 -0.011 0.0060
C -2.5661 3.4966 -0.0316 -0.009 -0.024 0.013 -0.2362
C -3.3303 2.6318 -0.8061 -0.006 -0.017 0.065 -0.1621
C -4.0006 1.5858 -0.1908 0.028 0.008 -0.007 -0.3883
C -3.8969 1.3818 1.1806 0.055 0.033 -0.003 -0.1170
C -3.1236 2.2465 1.9380 -0.013 -0.044 -0.015 -0.2444
S -5.1378 0.6159 -1.1424 -0.049 0.243 0.024 2.3352
O -4.9311 0.9784 -2.5124 0.003 -0.013 -0.063 -0.9357
O -6.4246 0.7076 -0.5240 -0.039 -0.009 -0.025 -0.9241
N -4.6579 -0.9254 -0.8769 0.082 -0.184 0.030 -0.8908
C -3.6023 -1.5041 -1.7042 0.014 0.056 0.000 -0.2321
C -2.7864 -2.5099 -0.8875 -0.105 -0.043 0.093 -0.5370
C -1.3875 -2.0689 -0.6197 -0.242 -0.441 -0.105 0.7947
O -0.7005 -2.6001 0.3096 0.384 0.028 -0.084 -0.6564
O -0.8344 -1.1637 -1.3125 -0.086 0.192 -0.683 -0.6697
H -0.9942 4.8910 1.6026 0.008 -0.020 -0.004 0.2196
H -1.2020 3.8543 3.0274 -0.015 -0.023 0.005 0.2099
H -2.4177 5.0445 2.6215 0.017 0.010 -0.016 0.2455
H -2.0656 4.3328 -0.5060 -0.002 0.000 0.009 0.2212
H -3.4363 2.7779 -1.8727 -0.001 -0.003 0.009 0.2537
H -4.4393 0.5697 1.6487 0.002 0.015 -0.005 0.2308
H -3.0613 2.1052 3.0116 -0.003 0.010 -0.015 0.2179
H -5.4693 -1.5058 -0.7052 -0.014 -0.002 0.017 0.4202
H -2.9589 -0.6886 -2.0303 -0.013 -0.022 -0.042 0.2394
H -4.0010 -1.9612 -2.6085 -0.082 -0.022 0.013 0.2142
H -2.7294 -3.4894 -1.3684 0.047 0.035 -0.039 0.2617
H -3.2501 -2.6754 0.0860 -0.015 -0.071 -0.022 0.2558
```
Forces are in eV/Å.

DFT (ωB97M-V with the def2-TZVPD basis set) results for a structure of composition C19H26F4N4SiV.

Its multiplicity is 2. As for the net charge: +2. For the total energy, the calculation gives -70506.950 eV. As for the expectation value of S²: 0.794.

XYZ file:
```
55
Properties=species:S:1:pos:R:3:forces:R:3:lowdin_spin:R:1
V 0.2203 -0.2192 0.0099 0.129 0.136 0.718 1.1201
C -0.3311 -0.4414 -2.9350 -0.201 0.045 -0.140 0.0008
N 0.7168 -0.6322 -1.9035 0.045 -0.286 -0.767 -0.0041
C 1.1439 -2.0526 -1.9350 0.101 -0.255 -0.036 0.0024
C 1.8553 0.2873 -2.1778 0.281 0.133 0.274 0.0074
C 2.8229 0.2087 -1.0031 0.096 -0.173 -0.433 0.0056
N 1.9880 0.0118 0.1777 1.247 0.642 -0.131 -0.0336
C 2.5386 -0.3686 1.3992 0.314 -0.218 0.971 0.0001
C 1.6612 -0.4936 2.4830 0.363 0.011 -0.090 -0.0069
F 0.3362 -0.1492 2.2364 0.162 -0.162 -0.376 0.0045
C 2.0385 -0.9309 3.7323 -0.206 0.096 0.036 0.0008
F 1.1107 -1.0524 4.6704 -0.003 0.030 0.047 0.0011
C 3.3622 -1.2280 3.9856 0.017 0.055 -0.069 -0.0100
C 4.2661 -1.0804 2.9510 -0.151 -0.035 0.130 0.0009
F 5.5407 -1.3454 3.1529 0.092 -0.002 -0.039 0.0011
C 3.8760 -0.6762 1.6811 -0.190 0.071 -0.211 -0.0082
F 4.8109 -0.5788 0.7379 0.031 0.024 -0.056 -0.0024
H 0.0691 -0.6589 -3.9271 0.068 -0.042 0.043 -0.0002
H -0.6884 0.5853 -2.9159 0.066 0.020 0.008 -0.0004
H -1.1691 -1.1113 -2.7467 0.034 -0.009 0.064 0.0000
H 1.6115 -2.2919 -2.8925 0.026 0.065 0.003 0.0001
H 0.2723 -2.6949 -1.8185 -0.025 0.042 0.038 0.0001
H 1.8556 -2.2660 -1.1367 0.020 0.022 -0.022 0.0001
H 1.4409 1.2908 -2.2597 -0.035 -0.001 -0.073 0.0005
H 2.3569 0.0285 -3.1119 -0.118 -0.015 -0.065 0.0007
H 3.4113 1.1235 -0.9234 -0.019 0.009 0.021 -0.0022
H 3.5237 -0.6134 -1.1383 -0.006 -0.047 0.052 0.0010
H 3.6868 -1.5520 4.9649 -0.015 -0.025 -0.003 -0.0005
C -1.3355 -3.5311 1.0237 0.004 0.099 -0.070 0.0004
C -2.0856 -2.2604 0.7798 -0.351 -0.183 0.054 0.0036
C -3.4503 -2.1251 0.9985 0.140 0.061 -0.004 -0.0057
C -4.0614 -0.9086 0.7336 0.055 0.048 -0.037 0.0167
C -3.3267 0.1783 0.2751 0.126 0.122 -0.033 -0.0116
C -1.9672 0.0047 0.0743 -1.504 -0.704 0.243 0.0157
N -1.3974 -1.2152 0.3053 -0.718 -0.712 -0.063 0.0029
N -1.0343 0.9594 -0.3274 0.035 0.856 -0.081 -0.0889
Si -1.4404 2.7227 -0.6137 0.275 0.570 0.033 -0.0063
C -2.7746 2.7810 -1.9391 0.121 0.080 0.371 -0.0018
C 0.1842 3.4558 -1.2034 -0.354 -0.092 0.091 0.0005
C -1.8578 3.3119 1.1201 -0.025 -0.086 -0.462 -0.0041
H -1.8544 -4.1572 1.7446 0.006 0.001 0.012 0.0000
H -0.3320 -3.3169 1.3940 0.001 -0.052 0.024 0.0002
H -1.2461 -4.0980 0.0940 0.004 -0.010 0.009 0.0004
H -4.0213 -2.9581 1.3820 0.024 -0.026 -0.010 -0.0003
H -5.1252 -0.7913 0.8942 -0.002 -0.019 0.008 0.0009
H -3.7921 1.1336 0.0835 -0.024 -0.010 -0.009 -0.0008
H -3.0264 1.8056 -2.3584 0.051 -0.027 0.015 0.0001
H -2.4379 3.4193 -2.7576 0.019 -0.014 -0.004 -0.0001
H -3.6976 3.2207 -1.5552 0.004 -0.024 0.012 -0.0001
H 0.3599 3.3129 -2.2712 -0.018 -0.057 0.009 0.0000
H 1.0393 3.0781 -0.6381 0.002 0.024 0.030 0.0003
H 0.1476 4.5364 -1.0420 0.012 -0.005 0.015 0.0000
H -2.6882 2.7724 1.5766 -0.025 0.015 -0.019 0.0000
H -2.1206 4.3716 1.1023 -0.009 0.002 -0.002 -0.0006
H -0.9857 3.1988 1.7673 0.027 0.008 -0.026 0.0000
```
Forces are in eV/Å.